# C5H5NS

The molecule C5H5NS at a distorted geometry (the ωB97M-V functional and the def2-TZVPD basis, the Open Molecules 2025 dataset).

Maximum force (eV/A): 4.649
SMILES: S/C=C1\C=CC=N1
Highest occupied orbital energy (eV): -8.90
HOMO-LUMO gap (eV): 8.12
LUMO (eV): -0.8

Cartesian coordinates (Å):
C: -1.5504 -0.8400 -0.1066
C: -0.2744 -0.4468 -0.2180
C: 0.2834 0.8292 -0.2163
C: 1.6542 0.8004 0.0080
C: 1.8754 -0.6006 0.0850
H: -2.6000 1.2670 0.4646
H: -1.7975 -1.8824 -0.1085
H: -0.2697 1.7004 -0.2164
H: 2.1652 1.7830 0.1727
H: 2.8775 -1.1583 0.1225
N: 0.7429 -1.4159 -0.0003
S: -3.1066 -0.0361 0.0132

# C5H5NSi

The molecule C5H5NSi at a distorted geometry (the ωB97M-V functional and the def2-TZVPD basis, the Open Molecules 2025 dataset).

Maximum force (eV/A): 2.804
SMILES: N#C[SiH]1C=CC=C1
Highest occupied orbital energy (eV): -9.55
HOMO-LUMO gap (eV): 9.12
LUMO (eV): -0.4

Cartesian coordinates (Å):
C: -1.1769 -2.3501 1.8411
C: 0.1311 1.0908 0.3951
C: 1.1369 0.2145 -0.2029
C: -1.0342 0.5747 0.8983
C: 0.7956 -1.0729 -0.3685
N: -1.1329 -2.9460 2.8340
Si: -0.9621 -1.1966 0.3430
H: 0.5248 2.1335 0.4102
H: 2.2111 0.4843 -0.4053
H: -1.6164 1.3287 1.5126
H: 1.3718 -2.0094 -0.7976
H: -1.8820 -1.7164 -1.0207

Question: Look up the maximum force of the second one.
Answer: 2.804 eV/A

Question: What is the HOMO-LUMO gap in the first record?
Answer: 8.12 eV

Question: Among the records above, which one has the highest LUMO?
Answer: C5H5NSi

Repeat the second record exactly.
# C5H5NSi

The molecule C5H5NSi at a distorted geometry (the ωB97M-V functional and the def2-TZVPD basis, the Open Molecules 2025 dataset).

Maximum force (eV/A): 2.804
SMILES: N#C[SiH]1C=CC=C1
Highest occupied orbital energy (eV): -9.55
HOMO-LUMO gap (eV): 9.12
LUMO (eV): -0.4

Cartesian coordinates (Å):
C: -1.1769 -2.3501 1.8411
C: 0.1311 1.0908 0.3951
C: 1.1369 0.2145 -0.2029
C: -1.0342 0.5747 0.8983
C: 0.7956 -1.0729 -0.3685
N: -1.1329 -2.9460 2.8340
Si: -0.9621 -1.1966 0.3430
H: 0.5248 2.1335 0.4102
H: 2.2111 0.4843 -0.4053
H: -1.6164 1.3287 1.5126
H: 1.3718 -2.0094 -0.7976
H: -1.8820 -1.7164 -1.0207